*P*
{"formula": "C4H6N2OS", "method": "ωB97M-V/def2-TZVPD", "smiles": "O[C@H]1[C@@H]2N=CN(S)[C@H]12", "homo_lumo_gap_ev": 9.489, "homo_ev": -8.8070, "spin_multiplicity": 1, "elements": ["O", "C", "C", "N", "C", "N", "S", "C", "H", "H", "H", "H", "H", "H"], "coordinates": [[-2.441, -1.117, -0.030], [-1.318, -0.357, -0.431], [-0.828, 0.673, 0.519], [0.000, 1.759, 0.078], [1.083, 1.276, -0.403], [1.219, -0.125, -0.282], [2.706, -0.851, -0.014], [-0.031, -0.592, 0.294], [-2.573, -1.761, -0.724], [-1.281, -0.030, -1.539], [-1.466, 0.983, 1.360], [1.924, 1.807, -0.849], [2.962, -0.157, 1.129], [0.042, -1.510, 0.892]], "mulliken_charge": [-0.50, -0.05, -0.15, -0.58, -0.08, -0.09, -0.14, -0.32, 0.33, 0.27, 0.39, 0.40, 0.14, 0.37]}

*Q*
{"formula": "C4H6N2OS", "method": "ωB97M-V/def2-TZVPD", "smiles": "CNc1cc(S)no1", "homo_lumo_gap_ev": 9.265, "homo_ev": -8.4631, "spin_multiplicity": 1, "elements": ["C", "N", "C", "C", "C", "S", "N", "O", "H", "H", "H", "H", "H", "H"], "coordinates": [[-3.370, -0.225, 0.141], [-2.305, 0.724, -0.140], [-1.000, 0.325, -0.064], [0.174, 1.029, -0.023], [1.148, -0.013, 0.001], [2.881, 0.210, 0.045], [0.611, -1.209, -0.044], [-0.765, -0.982, -0.077], [-3.260, -1.092, -0.528], [-3.308, -0.611, 1.193], [-4.307, 0.270, -0.067], [-2.484, 1.645, 0.178], [0.366, 2.102, 0.002], [3.159, -1.120, 0.076]], "mulliken_charge": [-0.78, -0.25, 0.33, -0.48, 0.53, -0.27, -0.54, -0.14, 0.25, 0.27, 0.33, 0.25, 0.33, 0.16]}

*R*
{"formula": "C4H6N2OS", "method": "ωB97M-V/def2-TZVPD", "smiles": "Nc1cc(S)c(N)o1", "homo_lumo_gap_ev": 8.174, "homo_ev": -7.3599, "spin_multiplicity": 1, "elements": ["N", "C", "C", "C", "S", "C", "N", "O", "H", "H", "H", "H", "H", "H"], "coordinates": [[-3.007, -0.546, 0.080], [-1.630, -0.375, -0.003], [-0.568, -1.204, -0.018], [0.611, -0.358, 0.010], [2.306, -0.803, -0.093], [0.145, 0.921, 0.019], [0.753, 2.154, 0.098], [-1.207, 0.940, 0.031], [-3.278, -1.518, 0.122], [-3.533, -0.085, -0.687], [-0.579, -2.282, -0.065], [2.580, -0.937, 1.214], [0.286, 2.898, -0.465], [1.712, 2.085, -0.175]], "mulliken_charge": [-0.53, 0.21, -0.44, -0.07, -0.27, 0.43, -0.53, -0.39, 0.25, 0.24, 0.43, 0.14, 0.26, 0.28]}

*S*
{"formula": "C4H6N2OS", "method": "ωB97M-V/def2-TZVPD", "smiles": "C=C(C=S)/C(N)=N\\O", "homo_lumo_gap_ev": 7.637, "homo_ev": -8.5353, "spin_multiplicity": 1, "elements": ["C", "C", "C", "S", "C", "N", "N", "O", "H", "H", "H", "H", "H", "H"], "coordinates": [[-1.456, -1.036, -0.011], [-0.375, -0.407, -0.392], [0.367, -0.797, -1.551], [-0.079, -2.045, -2.523], [0.104, 0.691, 0.474], [-0.700, 1.677, 1.004], [1.327, 0.590, 0.978], [2.181, -0.366, 0.372], [-1.902, -1.833, -0.533], [-2.006, -0.518, 0.800], [1.271, -0.185, -1.680], [-1.494, 2.018, 0.412], [-0.162, 2.388, 1.539], [2.924, -0.178, 1.109]], "mulliken_charge": [-0.95, 0.45, -0.19, -0.26, 0.35, -0.50, -0.51, -0.38, 0.41, 0.31, 0.32, 0.26, 0.27, 0.41]}

*R* comes first in stability; the runner-up is 109.0 kJ/mol higher.